No. 1
122
Properties=species:S:1:pos:R:3 method="wB97M-V/def2-TZVPD" homo_lumo_gap_ha=0.3552 relative_energy_kcal_mol=0.0 homo_energy_ha=-0.3544 total_energy_ev=-114110.003 max_force_ha_per_bohr=0.0377
C 4.75 -6.23 -4.22
C 3.67 -5.59 -3.34
C 2.24 -5.86 -3.82
N 1.30 -6.26 -2.76
C 0.47 -5.19 -2.42
O -0.39 -5.24 -1.56
C 0.84 -3.95 -3.26
C 1.67 -3.15 -2.23
C 2.14 -1.79 -2.69
O 1.44 -0.82 -2.57
Cl 3.76 -1.64 -3.39
C 1.47 -4.68 -4.45
C 0.24 -5.28 -5.22
C 2.26 -3.90 -5.49
N 1.58 -2.68 -5.91
H 5.14 -7.14 -3.77
H 4.36 -6.48 -5.20
H 5.57 -5.54 -4.35
H 3.84 -4.52 -3.35
H 3.78 -5.89 -2.30
H 2.24 -6.61 -4.61
H 1.79 -6.60 -1.94
H -0.07 -3.41 -3.46
H 0.98 -2.93 -1.42
H 2.49 -3.72 -1.81
H 0.21 -4.91 -6.24
H -0.71 -4.99 -4.78
H 0.27 -6.37 -5.24
H 2.33 -4.54 -6.37
H 3.29 -3.74 -5.18
H 2.26 -2.07 -6.34
H 1.22 -2.15 -5.12
C -4.53 -2.23 -3.03
C -3.23 -2.85 -2.54
O -2.60 -3.24 -3.77
C -3.10 -2.45 -4.76
O -2.65 -2.41 -5.86
O -4.16 -1.74 -4.32
H -4.87 -1.41 -2.40
H -5.32 -2.96 -3.14
H -2.60 -2.13 -2.02
H -3.38 -3.71 -1.90
C 3.16 1.27 0.05
C 2.48 -0.03 0.36
O 1.94 0.21 1.67
C 1.79 1.54 1.82
O 1.19 2.05 2.71
O 2.38 2.21 0.80
H 3.15 1.51 -1.01
H 4.19 1.30 0.40
H 1.66 -0.24 -0.33
H 3.16 -0.88 0.38
C -2.73 2.60 1.32
C -1.62 1.78 0.71
O -2.34 0.77 -0.01
C -3.57 1.25 -0.29
O -4.35 0.71 -1.01
O -3.80 2.40 0.37
H -2.49 3.66 1.41
H -3.05 2.22 2.28
H -1.01 2.35 0.00
H -0.97 1.33 1.45
C -5.46 5.08 5.11
C -4.92 3.74 4.64
O -4.20 4.11 3.46
C -3.86 5.42 3.56
O -3.11 5.97 2.82
O -4.48 5.99 4.61
H -5.54 5.15 6.19
H -6.43 5.32 4.67
H -4.23 3.30 5.35
H -5.70 3.03 4.40
C -3.74 -7.35 -1.31
C -3.63 -7.13 -2.81
O -4.90 -6.54 -3.12
C -5.38 -5.96 -2.00
O -6.31 -5.22 -1.97
O -4.63 -6.30 -0.92
H -2.79 -7.24 -0.80
H -4.19 -8.31 -1.06
H -2.84 -6.43 -3.07
H -3.50 -8.05 -3.37
C -7.84 5.61 10.38
C -6.51 4.93 10.16
O -6.19 5.29 8.82
C -6.86 6.44 8.52
O -6.68 7.08 7.54
O -7.76 6.73 9.49
H -8.00 5.95 11.40
H -8.69 4.99 10.07
H -5.73 5.32 10.82
H -6.56 3.85 10.27
C 3.25 5.43 -3.12
C 2.96 3.98 -2.82
O 4.27 3.40 -2.79
C 5.16 4.38 -2.50
O 6.30 4.20 -2.23
O 4.56 5.59 -2.55
H 2.55 6.12 -2.65
H 3.30 5.64 -4.19
H 2.49 3.84 -1.84
H 2.35 3.50 -3.58
C 3.24 -1.73 4.72
C 4.53 -2.30 5.28
O 5.26 -2.62 4.09
C 4.79 -1.84 3.08
O 5.29 -1.74 2.01
O 3.67 -1.19 3.46
H 2.81 -0.96 5.34
H 2.49 -2.50 4.53
H 5.10 -1.57 5.85
H 4.39 -3.19 5.88
C 5.89 7.39 1.28
C 4.79 7.30 0.24
O 4.20 8.61 0.30
C 5.13 9.47 0.80
O 5.01 10.65 0.82
O 6.20 8.79 1.26
H 6.77 6.80 1.03
H 5.54 7.12 2.28
H 5.18 7.14 -0.76
H 4.05 6.54 0.47


No. 2
110
Properties=species:S:1:pos:R:3 method="wB97M-V/def2-TZVPD" homo_lumo_gap_ha="0.2619 / 0.1422" relative_energy_kcal_mol=111.3 homo_energy_ha="-0.2702 / -0.1712" total_energy_ev=-222159.422 max_force_ha_per_bohr=0.0507
K 0.21 -0.81 -0.93
N -2.84 1.10 -0.92
N -3.15 1.32 -2.25
C -2.43 0.72 -3.22
N -2.75 0.98 -4.50
N -1.44 -0.03 -2.81
N -0.69 -0.70 -3.64
O 0.29 -1.23 -3.16
O -0.96 -0.81 -4.83
H -3.59 0.63 -0.42
H -2.57 1.95 -0.42
H -3.93 1.91 -2.51
H -3.52 1.57 -4.74
H -2.25 0.43 -5.20
C -1.47 -0.66 5.57
O -1.89 -1.16 4.28
C -1.45 -0.56 3.19
O -0.71 0.40 3.15
H -2.22 -0.98 6.28
H -1.40 0.43 5.53
H -0.49 -1.09 5.82
C 0.53 -2.65 1.92
O 1.25 -1.71 1.17
H 1.13 -3.08 2.73
H 0.16 -3.47 1.29
H -0.33 -2.13 2.36
H 1.88 -2.22 0.63
Se 4.17 -3.83 -1.20
N 3.53 -4.60 -2.66
C 2.21 -4.43 -2.67
C 1.33 -4.88 -3.66
C 0.00 -4.56 -3.51
C -0.41 -3.82 -2.40
N 0.37 -3.43 -1.41
C 1.67 -3.70 -1.55
N 2.57 -3.31 -0.65
H 1.69 -5.44 -4.51
H -0.73 -4.86 -4.24
H -1.46 -3.54 -2.31
N -1.93 2.31 1.47
C -2.36 3.36 2.27
C -1.45 4.20 2.92
C -1.90 5.26 3.67
C -3.25 5.53 3.78
C -4.16 4.72 3.12
C -3.72 3.64 2.37
H -2.47 1.47 1.61
H -0.95 2.08 1.63
H -0.40 3.98 2.84
H -1.18 5.87 4.20
H -3.60 6.37 4.37
H -5.22 4.91 3.20
H -4.43 3.00 1.88
C 4.26 0.62 0.42
C 3.98 1.43 -0.86
C 4.22 0.52 -2.06
C 4.93 2.63 -0.90
P 2.13 1.85 -0.77
C 2.19 3.03 0.64
C 1.96 2.43 1.89
C 2.04 3.17 3.05
C 2.34 4.53 3.00
C 2.52 5.14 1.77
C 2.45 4.39 0.60
C 1.62 2.89 -2.29
C 0.27 3.49 -1.86
C 2.53 3.96 -2.88
C 1.33 1.87 -3.40
H 5.25 0.17 0.36
H 3.52 -0.17 0.54
H 4.23 1.26 1.30
H 5.21 0.07 -2.00
H 4.17 1.08 -2.99
H 3.48 -0.28 -2.09
H 5.95 2.29 -0.72
H 4.68 3.35 -0.12
H 4.91 3.13 -1.86
H 1.71 1.38 1.93
H 1.87 2.69 4.00
H 2.41 5.10 3.91
H 2.71 6.20 1.71
H 2.59 4.91 -0.33
H 0.39 4.22 -1.05
H -0.38 2.70 -1.50
H -0.21 3.99 -2.70
H 2.93 4.64 -2.13
H 1.98 4.55 -3.60
H 3.37 3.51 -3.40
H 0.78 1.04 -2.98
H 2.25 1.50 -3.84
H 0.74 2.33 -4.20
C -2.49 -4.05 3.07
N -2.71 -4.12 1.65
C -3.32 -3.19 0.89
Se -3.89 -1.56 1.40
N -3.43 -3.68 -0.37
C -2.83 -4.91 -0.44
C -2.64 -5.80 -1.49
C -1.91 -6.94 -1.22
C -1.40 -7.20 0.05
C -1.63 -6.34 1.11
C -2.35 -5.18 0.85
H -2.67 -3.03 3.40
H -1.46 -4.32 3.30
H -3.17 -4.72 3.59
H -3.86 -3.17 -1.12
H -3.04 -5.60 -2.47
H -1.72 -7.65 -2.02
H -0.82 -8.09 0.21
H -1.24 -6.54 2.10


Repeat the first record exactly.
122
Properties=species:S:1:pos:R:3 method="wB97M-V/def2-TZVPD" homo_lumo_gap_ha=0.3552 relative_energy_kcal_mol=0.0 homo_energy_ha=-0.3544 total_energy_ev=-114110.003 max_force_ha_per_bohr=0.0377
C 4.75 -6.23 -4.22
C 3.67 -5.59 -3.34
C 2.24 -5.86 -3.82
N 1.30 -6.26 -2.76
C 0.47 -5.19 -2.42
O -0.39 -5.24 -1.56
C 0.84 -3.95 -3.26
C 1.67 -3.15 -2.23
C 2.14 -1.79 -2.69
O 1.44 -0.82 -2.57
Cl 3.76 -1.64 -3.39
C 1.47 -4.68 -4.45
C 0.24 -5.28 -5.22
C 2.26 -3.90 -5.49
N 1.58 -2.68 -5.91
H 5.14 -7.14 -3.77
H 4.36 -6.48 -5.20
H 5.57 -5.54 -4.35
H 3.84 -4.52 -3.35
H 3.78 -5.89 -2.30
H 2.24 -6.61 -4.61
H 1.79 -6.60 -1.94
H -0.07 -3.41 -3.46
H 0.98 -2.93 -1.42
H 2.49 -3.72 -1.81
H 0.21 -4.91 -6.24
H -0.71 -4.99 -4.78
H 0.27 -6.37 -5.24
H 2.33 -4.54 -6.37
H 3.29 -3.74 -5.18
H 2.26 -2.07 -6.34
H 1.22 -2.15 -5.12
C -4.53 -2.23 -3.03
C -3.23 -2.85 -2.54
O -2.60 -3.24 -3.77
C -3.10 -2.45 -4.76
O -2.65 -2.41 -5.86
O -4.16 -1.74 -4.32
H -4.87 -1.41 -2.40
H -5.32 -2.96 -3.14
H -2.60 -2.13 -2.02
H -3.38 -3.71 -1.90
C 3.16 1.27 0.05
C 2.48 -0.03 0.36
O 1.94 0.21 1.67
C 1.79 1.54 1.82
O 1.19 2.05 2.71
O 2.38 2.21 0.80
H 3.15 1.51 -1.01
H 4.19 1.30 0.40
H 1.66 -0.24 -0.33
H 3.16 -0.88 0.38
C -2.73 2.60 1.32
C -1.62 1.78 0.71
O -2.34 0.77 -0.01
C -3.57 1.25 -0.29
O -4.35 0.71 -1.01
O -3.80 2.40 0.37
H -2.49 3.66 1.41
H -3.05 2.22 2.28
H -1.01 2.35 0.00
H -0.97 1.33 1.45
C -5.46 5.08 5.11
C -4.92 3.74 4.64
O -4.20 4.11 3.46
C -3.86 5.42 3.56
O -3.11 5.97 2.82
O -4.48 5.99 4.61
H -5.54 5.15 6.19
H -6.43 5.32 4.67
H -4.23 3.30 5.35
H -5.70 3.03 4.40
C -3.74 -7.35 -1.31
C -3.63 -7.13 -2.81
O -4.90 -6.54 -3.12
C -5.38 -5.96 -2.00
O -6.31 -5.22 -1.97
O -4.63 -6.30 -0.92
H -2.79 -7.24 -0.80
H -4.19 -8.31 -1.06
H -2.84 -6.43 -3.07
H -3.50 -8.05 -3.37
C -7.84 5.61 10.38
C -6.51 4.93 10.16
O -6.19 5.29 8.82
C -6.86 6.44 8.52
O -6.68 7.08 7.54
O -7.76 6.73 9.49
H -8.00 5.95 11.40
H -8.69 4.99 10.07
H -5.73 5.32 10.82
H -6.56 3.85 10.27
C 3.25 5.43 -3.12
C 2.96 3.98 -2.82
O 4.27 3.40 -2.79
C 5.16 4.38 -2.50
O 6.30 4.20 -2.23
O 4.56 5.59 -2.55
H 2.55 6.12 -2.65
H 3.30 5.64 -4.19
H 2.49 3.84 -1.84
H 2.35 3.50 -3.58
C 3.24 -1.73 4.72
C 4.53 -2.30 5.28
O 5.26 -2.62 4.09
C 4.79 -1.84 3.08
O 5.29 -1.74 2.01
O 3.67 -1.19 3.46
H 2.81 -0.96 5.34
H 2.49 -2.50 4.53
H 5.10 -1.57 5.85
H 4.39 -3.19 5.88
C 5.89 7.39 1.28
C 4.79 7.30 0.24
O 4.20 8.61 0.30
C 5.13 9.47 0.80
O 5.01 10.65 0.82
O 6.20 8.79 1.26
H 6.77 6.80 1.03
H 5.54 7.12 2.28
H 5.18 7.14 -0.76
H 4.05 6.54 0.47